Here is a cluster of 2 separate species, C4H9NO3 in total from the Open Molecules 2025 dataset. Energies are from the ωB97M-V functional and the def2-TZVPD basis.

ORCA input file:
```
! RIJCOSX wB97M-V def2-TZVPD def2/J DEFGRID3
* xyz 0 1
O -0.54022 2.38885 0.91224
C -0.45354 1.17852 1.01388
N 0.27177 0.46963 0.08653
C 0.59249 -0.93578 0.20795
C -0.74772 -1.74429 0.26359
C -1.63375 -1.62687 -0.92242
O -1.73012 -2.40060 -1.84912
H -0.92864 0.75894 1.91463
H 0.65531 1.04202 -0.64844
H 1.15602 -1.20438 1.10457
H 1.09441 -1.26945 -0.68565
H -1.30630 -1.18987 1.01088
H -0.53271 -2.80587 0.44568
H -2.49071 -0.91423 -0.91670
H 3.07004 2.84364 -0.22774
H 2.74108 1.91272 0.91882
O 3.31584 2.00799 0.12832
*
```

Summary:
- HOMO-LUMO gap (eV) = 10.4
- structure (SMILES) = O=CCCNC=O.O
- relative energy (zero: lowest compared OMol25 entry of this formula, charge and spin) (eV) = 1.926
- highest occupied orbital energy (Eh) = -0.36446

Atomic partial charges in e from the Löwdin method, atoms 1 to 5:
1 O 0.0017
2 C -0.3472
3 N 0.0221
4 C -0.1695
5 C -0.1384